(1)
This record from OMol25 describes C55H38N6O11SeTc as an isolated structure. The level of theory is ωB97M-V with the def2-TZVPD basis set.

Properties
Charge = -2
Largest force on an atom = 0.030 hartree/bohr
HOMO-LUMO gap (spin up / spin down) = 0.1647 / 0.1570 hartree
2S+1 = 2
⟨S²⟩ = 1.026

Each line ends with the Mulliken charge.
CARTESIAN COORDINATES (ANGSTROEM)
Tc1 0.152 0.068 -0.241  -0.32
C1 -4.704 -5.751 6.178  -0.83
O1 -5.297 -4.812 5.321  -0.49
C2 -4.450 -4.112 4.488  0.87
C3 -3.066 -4.092 4.603  -0.77
C4 -2.310 -3.340 3.723  -0.46
C5 -2.896 -2.635 2.675  -0.11
C6 -4.288 -2.681 2.565  -0.51
C7 -5.056 -3.388 3.464  -0.97
C8 -2.083 -1.907 1.691  0.98
C9 -2.444 -0.605 1.343  0.63
C10 -3.523 0.100 1.971  -1.32
C11 -3.790 1.182 1.200  -1.48
C12 -2.854 1.161 0.123  0.10
N1 -1.977 0.122 0.277  0.25
C13 -2.948 1.966 -1.000  1.04
C14 -1.994 1.938 -2.022  1.20
C15 -2.089 2.749 -3.186  -1.67
C16 -0.976 2.496 -3.927  -1.47
C17 -0.227 1.522 -3.212  0.52
C18 0.999 1.043 -3.687  0.77
C19 1.318 1.270 -5.107  -0.41
C20 2.490 1.858 -5.568  -0.31
C21 2.795 1.853 -6.916  -0.65
C22 1.931 1.266 -7.835  0.74
O2 2.338 1.241 -9.155  -0.48
C23 1.731 0.271 -9.969  -0.85
C24 0.723 0.743 -7.393  -0.72
C25 0.426 0.755 -6.045  -0.49
C26 1.723 0.064 -3.021  0.29
N2 1.226 -0.635 -1.954  0.63
C27 1.924 -1.813 -1.936  0.12
C28 1.568 -3.002 -1.302  0.52
C29 2.046 -4.249 -1.930  0.18
C30 2.706 -5.287 -1.278  -0.04
C31 2.989 -6.465 -1.940  -1.14
C32 2.625 -6.639 -3.274  0.83
O3 2.895 -7.867 -3.843  -0.46
C33 2.458 -8.067 -5.160  -0.84
C34 2.001 -5.595 -3.944  -0.64
C35 1.713 -4.424 -3.271  -0.77
C36 0.579 -3.109 -0.312  -0.02
C37 0.211 -4.321 0.338  -1.59
C38 -0.806 -4.012 1.190  -1.75
C39 -1.049 -2.614 1.050  -0.04
N3 -0.203 -2.089 0.127  0.64
C40 2.996 -1.763 -2.886  -0.95
C41 2.868 -0.599 -3.565  -1.32
N4 -0.859 1.182 -2.055  0.27
C42 -4.211 2.692 -1.281  -1.15
C43 -5.269 1.951 -1.797  -0.24
C44 -6.448 2.551 -2.208  -0.68
C45 -6.597 3.925 -2.087  1.01
O4 -7.713 4.631 -2.491  -0.47
C46 -8.771 3.916 -3.072  -0.82
C47 -5.556 4.674 -1.542  -0.73
C48 -4.377 4.068 -1.152  0.04
H1 -5.523 -6.291 6.657  0.25
H2 -4.090 -5.270 6.950  0.29
H3 -4.080 -6.458 5.617  0.35
H4 -2.556 -4.637 5.384  0.41
H5 -1.241 -3.299 3.860  0.67
H6 -4.769 -2.166 1.745  0.59
H7 -6.135 -3.396 3.382  0.41
H8 -3.985 -0.199 2.893  0.83
H9 -4.535 1.943 1.334  0.64
H10 -2.883 3.438 -3.399  0.43
H11 -0.668 2.951 -4.849  0.53
H12 3.155 2.311 -4.850  0.52
H13 3.711 2.285 -7.287  0.40
H14 2.335 0.208 -10.875  0.25
H15 0.702 0.541 -10.243  0.28
H16 1.722 -0.707 -9.471  0.38
H17 0.011 0.318 -8.086  0.31
H18 -0.504 0.331 -5.697  0.53
H19 3.017 -5.170 -0.253  0.63
H20 3.486 -7.271 -1.421  0.45
H21 2.590 -9.128 -5.371  0.25
H22 3.056 -7.487 -5.876  0.31
H23 1.398 -7.812 -5.283  0.33
H24 1.714 -5.678 -4.981  0.36
H25 1.195 -3.633 -3.796  0.55
H26 0.654 -5.284 0.172  0.61
H27 -1.327 -4.683 1.844  0.63
H28 3.742 -2.527 -3.001  0.77
H29 3.470 -0.228 -4.372  0.57
H30 -5.152 0.883 -1.908  0.52
H31 -7.232 1.941 -2.632  0.35
H32 -9.550 4.647 -3.296  0.23
H33 -9.178 3.163 -2.387  0.32
H34 -8.469 3.417 -4.000  0.32
H35 -5.696 5.742 -1.450  0.40
H36 -3.566 4.663 -0.760  0.51
O5 0.079 -0.331 3.987  -0.84
C49 0.442 -0.479 2.824  0.10
O6 0.028 0.234 1.861  -0.13
C50 1.432 -1.585 2.510  0.25
C51 1.480 -2.657 3.350  0.30
C52 2.356 -3.729 3.109  -1.04
C53 3.284 -3.618 2.081  -0.06
C54 3.294 -2.514 1.243  -1.12
C55 2.269 -1.497 1.341  0.97
O7 2.114 -0.623 0.453  -0.80
N5 4.276 -2.459 0.234  1.49
O8 4.455 -1.420 -0.390  -0.66
O9 4.952 -3.474 0.026  -0.76
N6 2.297 -4.877 3.902  1.11
O10 1.410 -4.965 4.758  -0.70
O11 3.122 -5.778 3.713  -0.71
H37 0.843 -2.675 4.222  0.70
H38 4.023 -4.389 1.930  0.60
Se1 0.968 2.344 0.002  -0.55



(2)
This record from OMol25 describes a single C3H10N2 molecule. The level of theory is ωB97M-V with the def2-TZVPD basis set.

Properties
Charge = 0
Largest force on an atom = 0.089 hartree/bohr
HOMO-LUMO gap = 0.3141 hartree
SMILES string = CCN(C)N

Each line ends with the Mulliken charge.
CARTESIAN COORDINATES (ANGSTROEM)
C1 -2.106 -0.079 0.277  -0.83
C2 -0.584 0.047 -0.784  -0.76
N1 0.578 -0.129 0.052  0.45
C3 1.401 1.025 0.169  -1.06
N2 1.218 -1.395 -0.010  -0.78
H1 -1.693 0.342 1.185  0.26
H2 -2.971 0.425 -0.116  0.34
H3 -2.260 -1.233 0.313  0.19
H4 -0.593 -0.857 -1.434  0.42
H5 -0.681 0.981 -1.346  0.35
H6 1.541 1.374 1.346  0.20
H7 2.319 0.900 -0.402  0.39
H8 0.898 1.921 -0.231  0.33
H9 2.194 -1.336 0.321  0.28
H10 0.738 -1.986 0.659  0.21



(3)
This record from OMol25 describes C16H20B2NO32S4 as an isolated structure. The level of theory is ωB97M-V with the def2-TZVPD basis set.

Properties
Charge = -1
Largest force on an atom = 0.051 hartree/bohr
HOMO-LUMO gap = 0.3382 hartree

Each line ends with the Mulliken charge.
CARTESIAN COORDINATES (ANGSTROEM)
N1 -0.059 1.078 -0.038  0.73
H1 -0.798 0.957 0.657  0.22
H2 0.269 0.188 -0.447  0.01
H3 0.819 1.432 0.357  0.16
H4 -0.256 1.775 -0.753  0.40
O1 1.478 -0.835 -1.390  -0.74
C1 1.101 -1.336 -2.414  0.60
O2 1.845 -2.058 -3.245  -0.60
B1 1.153 -2.128 -4.540  0.96
O3 -0.224 -1.699 -4.255  -0.52
C2 -0.240 -1.058 -3.123  0.65
O4 -1.064 -0.322 -2.669  -0.58
O5 1.690 -1.233 -5.584  -0.49
C3 2.293 -1.964 -6.534  0.64
O6 2.881 -1.497 -7.457  -0.60
C4 1.955 -3.424 -6.263  0.57
O7 1.239 -3.462 -5.163  -0.51
O8 2.301 -4.332 -6.957  -0.59
O9 -2.768 1.376 0.794  -0.65
C5 -3.738 0.753 1.130  0.59
O10 -3.733 -0.334 1.858  -0.29
B2 -5.057 -0.962 1.797  1.07
O11 -5.959 0.102 1.331  -0.54
C6 -5.223 1.102 0.812  0.29
O12 -5.588 1.988 0.113  -0.57
O13 -5.374 -1.434 3.171  -0.53
C7 -5.386 -2.747 3.173  0.65
O14 -5.505 -3.445 4.143  -0.64
C8 -5.206 -3.191 1.727  0.60
O15 -5.053 -2.132 0.920  -0.44
O16 -5.112 -4.344 1.415  -0.62
C9 5.228 1.825 -1.060  -0.36
C10 5.116 0.437 -0.420  -0.23
O17 4.223 0.610 0.695  -0.26
S1 3.921 2.163 0.968  0.93
O18 4.132 2.403 2.363  -0.55
O19 2.618 2.423 0.397  -0.39
O20 5.097 2.725 0.041  -0.36
H5 4.481 2.110 -1.801  0.26
H6 6.233 1.957 -1.459  0.31
H7 6.083 0.087 -0.066  0.28
H8 4.660 -0.254 -1.126  0.24
C11 -0.681 5.929 -3.341  -0.34
C12 0.867 5.895 -3.290  -0.30
O21 1.186 5.142 -2.127  -0.30
S2 -0.026 5.235 -1.043  0.92
O22 -0.033 6.409 -0.218  -0.58
O23 -0.093 3.972 -0.361  -0.33
O24 -1.194 5.324 -2.140  -0.29
H9 -1.069 5.447 -4.234  0.30
H10 -1.025 6.962 -3.307  0.26
H11 1.179 6.906 -3.007  0.28
H12 1.355 5.505 -4.175  0.32
C13 -0.236 -1.182 4.692  0.36
C14 -0.408 0.295 4.930  -0.28
O25 0.934 0.758 4.970  -0.44
S3 1.763 0.045 3.752  0.87
O26 3.184 0.066 3.919  -0.57
O27 1.257 0.393 2.451  -0.19
O28 1.101 -1.383 4.143  -0.34
H13 -0.905 -1.580 3.929  -0.33
H14 -0.396 -1.812 5.566  0.32
H15 -0.806 0.630 5.884  0.35
H16 -0.896 0.768 4.073  0.13
C15 -0.037 -4.668 1.658  -0.37
C16 -1.406 -4.638 2.379  -0.40
O29 -2.074 -3.491 1.907  -0.13
S4 -1.202 -2.629 0.817  0.76
O30 -0.560 -1.532 1.486  -0.02
O31 -1.993 -2.388 -0.354  -0.61
O32 -0.107 -3.810 0.504  -0.30
H17 0.383 -5.621 1.355  0.35
H18 0.665 -4.263 2.392  0.21
H19 -1.250 -4.411 3.435  0.31
H20 -1.953 -5.571 2.254  0.27



(4)
This record from OMol25 describes C26H35F3N9O3RbS2 as an isolated structure. The level of theory is ωB97M-V with the def2-TZVPD basis set.

Properties
Charge = -2
Largest force on an atom = 0.024 hartree/bohr
HOMO-LUMO gap = 0.1822 hartree

Each line ends with the Mulliken charge.
CARTESIAN COORDINATES (ANGSTROEM)
Rb1 -0.404 0.216 0.644  0.64
C1 0.310 -2.732 -1.506  -0.84
C2 1.245 -1.907 -2.397  -0.90
N1 1.139 -0.466 -2.184  0.36
C3 2.393 0.232 -2.490  -0.55
C4 3.453 -0.132 -1.491  0.51
C5 4.762 -0.444 -1.862  -0.89
C6 5.648 -0.824 -0.870  -0.41
C7 5.213 -0.917 0.444  -0.95
C8 3.880 -0.569 0.721  0.98
C9 3.271 -0.666 2.102  -1.25
N2 1.974 -1.286 2.112  0.71
C10 1.934 -2.724 1.924  -0.92
C11 1.759 -3.129 0.454  -0.85
N3 0.547 -2.537 -0.089  0.65
N4 3.055 -0.168 -0.228  0.15
H1 0.446 -3.785 -1.816  0.34
H2 -0.724 -2.453 -1.712  0.18
H3 1.052 -2.200 -3.447  0.41
H4 2.266 -2.210 -2.175  0.40
H5 0.399 -0.059 -2.736  0.12
H6 2.201 1.311 -2.453  -0.03
H7 2.754 -0.006 -3.514  0.17
H8 5.071 -0.405 -2.903  0.39
H9 6.677 -1.076 -1.133  0.37
H10 5.874 -1.273 1.220  0.39
H11 3.155 0.346 2.489  0.34
H12 3.986 -1.206 2.756  0.22
H13 1.403 -0.945 2.890  -0.05
H14 1.071 -3.109 2.469  0.30
H15 2.853 -3.214 2.289  0.30
H16 1.741 -4.247 0.391  0.39
H17 2.606 -2.781 -0.149  0.27
H18 -0.243 -2.912 0.423  0.02
F1 0.291 1.178 5.008  -0.26
C12 0.079 0.376 3.919  -0.35
F2 -1.130 -0.255 4.262  -0.30
F3 -0.468 1.394 3.004  -0.34
C13 -3.002 -0.066 -1.947  -0.33
C14 -2.752 -0.975 -0.712  -0.37
O1 -3.055 -0.358 0.337  -0.64
H19 -3.953 0.481 -1.836  0.42
H20 -2.991 -0.591 -2.900  0.26
H21 -2.199 0.669 -1.955  -0.28
O2 2.388 5.083 -6.707  -0.68
S1 2.625 4.831 -5.302  1.12
O3 3.995 4.831 -4.849  -0.66
N5 1.867 3.490 -4.826  -0.54
C15 0.868 3.740 -3.992  0.46
S2 -0.227 2.604 -3.346  -0.47
C16 0.729 5.181 -3.637  0.30
C17 -0.168 5.791 -2.761  -0.40
C18 -0.136 7.173 -2.605  -0.67
C19 0.793 7.928 -3.305  -0.27
C20 1.702 7.334 -4.174  -0.59
C21 1.661 5.970 -4.320  -0.04
H22 -0.891 5.158 -2.261  0.44
H23 -0.839 7.656 -1.925  0.36
H24 0.823 9.000 -3.172  0.35
H25 2.418 7.926 -4.741  0.38
C22 -5.616 -2.128 2.289  -1.46
C23 -5.393 -2.091 3.803  0.69
C24 -5.541 -3.501 4.402  -1.48
C25 -4.036 -1.467 4.150  -1.38
N6 -2.935 -2.321 3.781  1.29
C26 -2.250 -2.385 2.616  -0.73
N7 -1.318 -3.304 2.740  -0.09
N8 -1.455 -3.801 3.992  -0.77
N9 -2.394 -3.222 4.616  -0.36
H26 -6.604 -2.515 2.053  0.45
H27 -4.895 -2.784 1.807  0.29
H28 -5.515 -1.138 1.843  0.36
H29 -6.157 -1.443 4.245  0.33
H30 -4.812 -4.185 3.958  0.28
H31 -6.542 -3.879 4.173  0.46
H32 -5.388 -3.503 5.487  0.35
H33 -3.970 -1.315 5.225  0.38
H34 -3.907 -0.516 3.636  0.45
H35 -2.469 -1.772 1.754  1.09



(5)
This record from OMol25 describes C14H23OSc as an isolated structure. The level of theory is ωB97M-V with the def2-TZVPD basis set.

Properties
Charge = +2
Largest force on an atom = 0.112 hartree/bohr
HOMO-LUMO gap (spin up / spin down) = 0.2192 / 0.2189 hartree

Each line ends with the Mulliken charge.
CARTESIAN COORDINATES (ANGSTROEM)
C1 1.440 2.140 -0.038  -0.91
H1 2.166 2.126 0.813  0.43
H2 1.908 1.950 -0.976  0.49
H3 1.271 -0.618 1.572  0.53
C2 0.253 2.990 0.122  -0.07
H4 -0.710 2.458 -0.120  0.33
H5 0.175 3.315 1.189  0.39
C3 0.543 4.143 -0.886  -1.19
H6 -0.312 4.845 -0.881  0.37
H7 1.486 4.632 -0.545  0.39
H8 0.691 3.696 -1.901  0.37
C4 -0.914 -1.700 0.752  0.94
C5 -1.572 -0.967 -0.254  0.80
C6 -0.630 -0.681 -1.288  0.35
C7 0.632 -1.221 -0.906  0.49
C8 0.511 -1.733 0.453  0.02
C9 1.584 -2.508 1.259  -0.88
C10 1.899 -1.143 -1.692  -1.52
C11 -0.891 -0.034 -2.608  -1.49
C12 -3.037 -0.683 -0.298  -1.81
C13 -1.518 -2.201 2.016  -1.54
Sc1 0.310 0.536 0.667  -0.28
H9 2.745 -1.473 -1.094  0.39
H10 1.827 -1.798 -2.564  0.40
H11 2.110 -0.133 -2.039  0.26
H12 2.555 -2.298 0.807  0.32
H13 1.616 -2.104 2.280  0.42
H14 1.397 -3.573 1.388  0.37
H15 -2.397 -1.627 2.317  0.40
H16 -1.836 -3.242 1.889  0.38
H17 -0.823 -2.192 2.861  0.37
H18 -3.257 0.125 -0.992  0.39
H19 -3.639 -1.544 -0.607  0.35
H20 -3.398 -0.384 0.683  0.42
H21 -0.176 0.762 -2.800  0.32
H22 -0.807 -0.740 -3.440  0.37
H23 -1.881 0.400 -2.642  0.38
O1 0.409 0.082 4.310  -0.13
C14 0.268 0.398 3.195  0.37